Record 1
# C17H12F6N2O3Sr

A structure of composition C17H12F6N2O3Sr (ωB97M-V with the def2-TZVPD basis set, the OMol25 dataset).

```
41
Properties=species:S:1:pos:R:3:forces:R:3
N -2.381 -1.730 3.667 0.60 -1.01 -1.95
C -2.190 -1.114 2.708 0.08 -0.45 -0.68
C -2.007 -0.333 1.507 -0.08 0.31 -0.46
C -1.919 -1.256 0.269 -0.12 -0.61 0.08
C -0.972 -2.479 0.379 0.09 0.28 -0.35
C -0.039 -2.566 -0.806 0.10 -0.02 -0.13
C -0.585 -2.697 -2.082 0.15 0.05 0.06
C 0.235 -2.748 -3.198 -0.10 0.06 0.18
C 1.613 -2.674 -3.048 -0.01 -0.02 0.00
C 2.165 -2.571 -1.781 -0.14 0.05 0.09
C 1.341 -2.519 -0.662 -0.10 -0.03 -0.07
C -0.877 0.712 1.736 0.25 -0.41 0.19
C 0.456 0.119 1.689 -0.21 0.26 -0.21
N 1.518 -0.307 1.707 0.29 -0.24 0.14
C -1.167 1.944 0.847 0.29 0.22 0.05
O -1.945 2.745 1.255 -0.36 -0.10 0.07
C -0.580 2.061 -0.580 0.00 0.26 0.22
F -1.648 2.071 -1.390 -0.15 -0.05 -0.18
F 0.162 0.975 -0.864 0.12 -0.15 -0.02
C 0.245 3.360 -0.834 0.06 -0.23 -0.18
F -0.313 4.360 -0.150 -0.10 0.25 0.05
F 0.160 3.628 -2.139 0.02 -0.01 -0.22
C 1.753 3.285 -0.480 -0.16 0.48 0.26
F 2.402 2.485 -1.318 0.01 -0.22 -0.18
F 2.226 4.543 -0.629 0.18 0.10 -0.05
C 2.012 2.895 0.987 0.27 -0.12 -0.29
O 1.143 3.003 1.802 -0.32 -0.52 0.17
O 3.217 2.383 1.230 -0.06 0.41 0.60
H -2.935 0.246 1.409 -0.05 0.06 0.09
H -1.663 -0.660 -0.602 0.07 0.26 0.03
H -2.931 -1.620 0.102 -0.13 0.09 -0.10
H -1.585 -3.377 0.370 -0.05 -0.12 0.31
H -0.390 -2.447 1.300 0.06 -0.11 0.10
H -1.659 -2.769 -2.204 -0.09 -0.01 -0.05
H -0.216 -2.840 -4.174 0.06 -0.04 -0.13
H 2.252 -2.708 -3.916 0.06 -0.01 -0.07
H 3.234 -2.520 -1.645 0.11 -0.03 -0.06
H 1.780 -2.444 0.322 0.05 0.02 0.07
H -0.977 1.116 2.746 -0.04 0.24 -0.01
H 3.926 3.021 1.052 0.13 -0.22 -0.37
Sr -2.859 -0.574 5.418 -0.75 1.33 2.99
```
Forces are in eV/Å.

For the LUMO energy, the calculation gives -9.4 eV. As for the total charge: +2. The HOMO energy comes out at -13.38 eV. The calculation puts the HOMO-LUMO gap at 0.1465 Eh.

***

Record 2
# C30H24BrClInO2P

A structure of composition C30H24BrClInO2P (ωB97M-V with the def2-TZVPD basis set, the OMol25 dataset).

```
60
Properties=species:S:1:pos:R:3:forces:R:3
C 2.064 -0.869 -0.602 -0.06 0.54 0.02
C 2.221 0.445 -1.104 0.01 -0.38 0.73
C 2.150 1.359 -0.018 0.07 -0.45 0.17
H 2.417 0.704 -2.136 -0.09 -0.05 0.02
C 1.957 0.624 1.179 -0.07 0.14 -0.58
C 1.869 -0.781 0.829 0.01 0.72 -0.65
H 1.976 -1.606 1.529 -0.29 0.18 -0.15
H 2.168 -1.800 -1.160 -0.26 0.40 0.18
H 2.274 2.437 -0.086 -0.10 -0.20 0.05
H 1.999 1.007 2.200 -0.23 -0.08 -0.39
In -0.507 -0.250 0.525 1.91 -0.42 0.30
Cl -1.186 0.413 2.690 -0.48 0.13 0.15
P -1.572 1.660 -1.005 0.10 0.20 -0.15
C -1.100 3.332 -0.449 0.30 0.37 0.46
C -0.977 4.436 -1.315 -0.11 -0.20 0.28
H -1.107 4.309 -2.390 0.02 0.07 0.31
C -0.700 5.703 -0.788 -0.07 -0.18 -0.11
H -0.620 6.553 -1.469 -0.02 -0.25 0.24
C -0.538 5.881 0.586 -0.05 -0.27 -0.07
H -0.349 6.874 0.990 0.02 -0.21 -0.10
C -0.624 4.782 1.444 -0.06 0.01 -0.17
H -0.482 4.908 2.517 -0.03 -0.03 -0.25
C -0.901 3.516 0.936 -0.10 -0.09 -0.30
H -0.978 2.658 1.612 0.05 0.36 -0.19
C -1.296 1.655 -2.804 0.17 -0.23 -0.64
C -0.047 2.067 -3.316 -0.24 -0.13 0.04
H 0.722 2.452 -2.638 -0.27 -0.24 -0.25
C 0.206 1.994 -4.687 -0.18 -0.01 0.11
H 1.181 2.297 -5.067 -0.27 -0.05 0.09
C -0.780 1.532 -5.566 -0.05 0.03 0.43
H -0.580 1.484 -6.635 -0.05 0.00 0.24
C -2.022 1.137 -5.064 0.06 0.00 -0.01
H -2.799 0.783 -5.743 0.23 0.09 0.19
C -2.282 1.182 -3.694 0.33 0.21 0.35
H -3.252 0.865 -3.305 0.29 0.08 -0.18
C -3.373 1.554 -0.768 -0.27 -0.42 0.26
C -4.194 2.690 -0.798 -0.07 -0.19 -0.10
H -3.752 3.677 -0.956 -0.16 -0.32 0.06
C -5.576 2.552 -0.637 0.23 -0.09 -0.01
H -6.210 3.440 -0.682 0.18 -0.32 0.05
C -6.135 1.289 -0.418 0.27 0.04 -0.06
H -7.215 1.190 -0.290 0.36 0.00 -0.02
C -5.313 0.157 -0.358 0.03 0.09 -0.05
H -5.746 -0.825 -0.170 0.10 0.25 -0.05
C -3.934 0.282 -0.533 0.01 0.49 -0.03
H -3.284 -0.602 -0.482 -0.35 0.27 -0.02
Br -1.467 -3.518 3.329 -0.04 -0.04 0.37
C -0.375 -4.708 2.360 0.58 -0.50 -0.99
C 0.076 -5.842 3.046 0.13 -0.15 -0.52
C 0.771 -6.854 2.369 -0.05 0.47 -0.42
C 1.012 -6.733 0.993 -0.22 0.10 0.16
C 0.597 -5.587 0.313 -0.09 -0.08 0.53
C -0.060 -4.541 0.975 0.11 -0.43 0.79
C -0.270 -3.273 0.181 -0.08 0.08 -0.98
O -0.032 -3.230 -1.034 -0.44 0.08 1.46
O -0.671 -2.284 0.924 -0.49 0.07 -0.79
H -0.114 -5.945 4.111 -0.10 0.07 -0.19
H 1.117 -7.732 2.911 -0.10 0.22 -0.10
H 1.520 -7.522 0.433 -0.13 0.19 0.28
H 0.766 -5.472 -0.752 0.09 0.06 0.15
```
Forces are in eV/Å.

For the LUMO energy, the calculation gives -0.6 eV. The HOMO energy comes out at -7.53 eV. The calculation puts the HOMO-LUMO gap at 0.2549 Eh.

***

Record 3
# C4H32N2O10

A cluster of 11 separate species, C4H32N2O10 in total (ωB97M-V with the def2-TZVPD basis set, the OMol25 dataset).

```
48
Properties=species:S:1:pos:R:3:forces:R:3
C -1.240 -1.089 3.450 0.11 -0.48 1.59
N -0.965 -1.268 2.041 -0.03 0.39 0.60
C -1.936 -2.129 1.341 1.40 1.43 -0.09
C -1.248 -2.563 0.045 -0.66 -0.25 -0.46
C -1.950 -3.781 -0.558 0.83 -1.41 1.28
N -1.274 -1.580 -1.033 -0.08 -0.34 -0.51
H -1.800 -1.956 3.814 -0.17 0.14 -0.03
H -0.366 -1.092 4.123 0.37 -0.10 -0.67
H -1.755 -0.192 3.830 -0.41 0.05 -0.80
H -0.828 -0.342 1.627 -0.17 -0.77 -0.14
H -2.129 -2.968 2.001 -0.25 -0.20 -0.10
H -2.832 -1.539 1.120 -0.44 -0.47 -0.07
H -0.208 -2.768 0.300 -0.06 -0.28 -0.02
H -1.356 -4.220 -1.361 -0.56 0.67 -0.76
H -3.016 -3.605 -0.694 0.11 0.16 -0.76
H -1.935 -4.664 0.102 -0.02 0.49 0.52
H -0.908 -0.644 -0.974 -0.23 0.18 0.67
H -2.168 -1.645 -1.496 0.04 0.57 -0.15
O 1.176 1.099 -4.515 0.30 -0.09 -0.45
H 1.279 0.996 -3.572 0.06 0.13 0.22
H 2.002 0.709 -4.823 -0.11 -0.05 -0.24
O 2.267 2.886 -2.021 -0.21 -0.13 0.53
H 3.068 2.564 -2.445 0.10 0.42 -0.15
H 2.069 3.789 -2.269 0.32 -0.03 -0.43
O -0.089 3.710 -0.020 -0.22 0.99 -0.94
H -0.988 3.943 -0.294 -0.33 -0.59 0.60
H 0.343 4.395 -0.551 0.76 -0.32 0.28
O -0.251 1.434 -1.779 0.32 -0.15 0.34
H 0.355 1.928 -1.209 -0.46 0.54 0.05
H 0.392 0.840 -2.176 -0.54 -0.54 -0.26
O 0.250 1.060 1.300 -0.27 -0.50 -0.35
H 0.915 1.288 1.955 0.20 0.56 -0.08
H -0.047 1.818 0.789 0.69 0.52 0.25
O 2.655 0.256 -1.801 -0.25 -0.38 -0.25
H 2.087 1.012 -1.657 0.27 0.40 0.40
H 2.466 -0.318 -1.040 0.36 0.06 0.17
O -1.815 3.107 2.005 -0.97 -0.38 -0.41
H -2.761 3.271 1.884 0.05 0.47 0.40
H -1.778 2.252 1.556 0.52 -0.18 0.31
O 1.042 -2.638 -2.578 0.06 0.19 -0.22
H 0.533 -3.135 -3.227 0.14 -0.18 0.04
H 0.478 -1.861 -2.449 -0.10 -0.21 0.28
O 2.321 2.438 3.432 0.02 -1.08 0.14
H 2.931 3.072 3.054 -0.41 0.40 -0.08
H 1.429 2.777 3.532 0.19 0.67 -0.11
O 2.229 -1.501 0.528 0.16 0.24 -0.35
H 1.921 -1.922 -0.284 -0.19 -0.46 0.12
H 1.433 -1.224 0.999 -0.23 -0.08 0.06
```
Forces are in eV/Å.

The SMILES is CNC[C@@H](C)N.O.O.O.O.O.O.O.O.O.O. For the LUMO energy, the calculation gives -0.1 eV. The HOMO energy comes out at -8.33 eV. The calculation puts the HOMO-LUMO gap at 0.3014 Eh. The energy relative to the best compared isomer or geometry (same formula, charge and spin) is 142.6 kJ/mol.

***

Record 4
# BH4NS

A cluster of 2 separate species, BH4NS in total (ωB97M-V with the def2-TZVPD basis set, the OMol25 dataset).

```
7
Properties=species:S:1:pos:R:3:forces:R:3
B 0.248 0.307 -0.059 -0.32 1.41 0.18
N -0.698 -0.621 0.236 1.26 -1.54 1.52
S 2.027 0.350 0.153 -0.10 0.38 0.07
H -1.337 2.451 -0.552 0.74 -0.93 0.14
H -1.589 -0.377 -0.053 -2.10 0.12 -0.37
H -0.633 -1.410 0.929 0.06 1.17 -1.26
H 1.982 -0.699 -0.654 0.46 -0.61 -0.29
```
Forces are in eV/Å.

For the LUMO energy (spin up / spin down), the calculation gives 0.0 / -0.2 eV. The HOMO energy (spin up / spin down) comes out at -9.30 / -7.26 eV. The calculation puts the HOMO-LUMO gap (spin up / spin down) at 0.3402 / 0.2603 Eh. The energy relative to the best compared isomer or geometry (same formula, charge and spin) is 437.8 kJ/mol.

***

| no. | strongest force on any atom (eV/A) |
| --- | --- |
| 1 | 3.36 |
| 2 | 1.98 |
| 3 | 2.07 |
| 4 | 2.50 |